Here is a cluster of 10 separate species, C60H150N10O20 in total in a non-equilibrium geometry from the Open Molecules 2025 dataset. Energies are from wB97M-V/def2-TZVPD.

The calculation puts the molecular weight at 1331.9 u. For the gap between HOMO and LUMO, the calculation gives 8.49 eV. Its SMILES is COCCNCCOC.COCCNCCOC.COCCNCCOC.COCCNCCOC.COCCNCCOC.COCCNCCOC.COCCNCCOC.COCCNCCOC.COCCNCCOC.COCCNCCOC. Its LUMO energy is 0.57 eV. The total energy comes out at -4427.8082 Eh. The energy relative to the best compared isomer or geometry (same formula, charge and spin) comes out at 4.1212 eV. The HOMO energy is -7.93 eV.

Atoms and positions in Å:
C  8.718  32.025  24.238
O  8.692  31.616  22.877
C  9.269  32.563  21.964
C  8.522  32.397  20.582
N  9.028  33.335  19.583
C  8.480  33.031  18.244
C  8.794  34.246  17.299
O  10.196  34.465  17.214
C  10.385  35.498  16.328
H  8.049  31.480  24.904
H  8.442  33.067  24.401
H  9.723  31.840  24.616
H  10.343  32.415  21.851
H  9.217  33.589  22.329
H  7.472  32.681  20.650
H  8.653  31.357  20.285
H  10.001  33.158  19.376
H  7.393  32.943  18.255
H  8.890  32.130  17.789
H  8.195  35.103  17.607
H  8.425  33.880  16.341
H  10.128  36.490  16.700
H  9.945  35.263  15.359
H  11.473  35.506  16.258
C  2.299  32.985  9.354
O  3.423  32.233  9.778
C  3.290  30.832  9.578
C  4.648  30.090  9.874
N  5.035  30.385  11.260
C  6.386  29.808  11.425
C  6.795  29.592  12.897
O  7.267  30.837  13.433
C  7.384  30.816  14.897
H  1.439  32.648  9.932
H  2.083  32.899  8.289
H  2.437  34.045  9.565
H  2.964  30.539  8.580
H  2.457  30.441  10.163
H  5.330  30.559  9.165
H  4.540  29.046  9.580
H  5.171  31.381  11.356
H  7.119  30.508  11.022
H  6.535  28.872  10.885
H  7.630  28.898  12.998
H  6.026  29.239  13.584
H  6.343  30.900  15.208
H  7.858  31.761  15.163
H  7.755  29.905  15.367
C  5.817  29.564  25.473
O  7.166  29.320  25.030
C  7.284  28.778  23.727
C  8.645  28.051  23.378
N  9.797  28.987  23.353
C  10.973  28.444  22.783
C  11.971  29.540  22.626
O  11.496  30.347  21.476
C  12.443  31.267  21.022
H  6.001  29.815  26.517
H  5.145  28.714  25.350
H  5.465  30.447  24.941
H  7.212  29.569  22.981
H  6.516  28.026  23.545
H  8.589  27.475  22.454
H  8.835  27.355  24.194
H  9.547  29.893  22.984
H  10.939  27.948  21.814
H  11.388  27.663  23.420
H  12.914  29.054  22.374
H  12.178  30.167  23.493
H  12.053  31.691  20.096
H  13.397  30.842  20.712
H  12.580  32.080  21.735
C  6.660  26.264  16.153
O  5.739  26.355  17.255
C  4.430  25.995  16.964
C  3.590  26.488  18.160
N  3.495  25.517  19.251
C  4.505  25.813  20.251
C  4.200  25.379  21.682
O  5.329  25.560  22.483
C  5.172  24.918  23.725
H  6.421  25.296  15.713
H  7.675  26.210  16.547
H  6.672  27.062  15.410
H  4.341  24.914  16.853
H  4.028  26.419  16.044
H  2.590  26.694  17.777
H  3.890  27.495  18.450
H  2.600  25.661  19.696
H  4.732  26.876  20.320
H  5.415  25.260  20.016
H  3.948  24.319  21.668
H  3.329  25.935  22.030
H  4.830  23.883  23.740
H  4.478  25.465  24.363
H  6.137  24.996  24.225
C  6.767  34.403  13.780
O  6.099  34.846  14.970
C  4.937  35.614  14.648
C  4.168  35.952  15.955
N  3.383  34.815  16.468
C  4.254  33.829  17.157
C  3.440  32.721  17.884
O  4.327  31.718  18.308
C  3.679  30.639  18.908
H  6.969  35.251  13.125
H  6.142  33.657  13.290
H  7.696  33.949  14.125
H  4.347  35.073  13.908
H  5.263  36.512  14.123
H  3.431  36.722  15.728
H  4.875  36.328  16.694
H  2.909  34.376  15.692
H  4.806  34.301  17.970
H  4.972  33.375  16.473
H  2.832  32.310  17.078
H  2.858  33.194  18.674
H  3.023  30.127  18.203
H  3.204  30.926  19.845
H  4.368  29.869  19.256
C  13.148  29.289  11.622
O  13.568  28.758  12.921
C  13.831  29.674  13.961
C  14.138  28.853  15.246
N  15.419  28.230  15.037
C  15.819  27.434  16.234
C  17.234  26.829  16.051
O  17.140  25.850  14.977
C  18.339  25.129  14.888
H  12.950  28.499  10.897
H  13.855  30.000  11.195
H  12.202  29.786  11.838
H  12.933  30.176  14.323
H  14.602  30.386  13.665
H  13.313  28.148  15.348
H  14.153  29.488  16.132
H  15.476  27.678  14.193
H  15.114  26.647  16.500
H  16.062  28.170  17.000
H  17.513  26.287  16.955
H  17.982  27.570  15.769
H  19.201  25.739  14.617
H  18.226  24.417  14.070
H  18.483  24.563  15.808
C  18.115  32.051  24.366
O  17.484  30.864  24.014
C  16.176  30.675  24.565
C  15.636  29.299  24.209
N  16.285  28.184  24.950
C  15.824  26.821  24.646
C  16.684  25.875  25.514
O  17.929  25.620  24.953
C  18.944  25.120  25.780
H  17.659  32.995  24.070
H  19.125  32.171  23.975
H  18.228  32.133  25.447
H  15.592  31.332  23.919
H  16.112  31.012  25.600
H  15.695  29.112  23.137
H  14.566  29.282  24.415
H  17.286  28.308  24.894
H  15.963  26.650  23.579
H  14.776  26.718  24.930
H  16.163  24.919  25.555
H  16.769  26.188  26.555
H  18.874  24.034  25.821
H  18.903  25.625  26.745
H  19.919  25.363  25.357
C  9.892  23.675  16.098
O  10.789  23.564  17.204
C  10.340  24.318  18.308
C  11.267  23.943  19.499
N  10.944  22.531  19.853
C  11.790  21.996  20.988
C  13.064  21.480  20.306
O  12.751  20.554  19.273
C  13.817  19.939  18.577
H  10.243  22.881  15.439
H  9.885  24.610  15.538
H  8.845  23.437  16.287
H  9.291  24.118  18.527
H  10.542  25.377  18.151
H  11.119  24.542  20.398
H  12.328  23.999  19.256
H  11.258  21.945  19.094
H  11.227  21.223  21.511
H  11.944  22.786  21.723
H  13.819  21.038  20.956
H  13.566  22.322  19.831
H  14.320  19.245  19.250
H  14.543  20.675  18.235
H  13.309  19.427  17.759
C  14.040  24.187  16.605
O  14.800  24.204  17.790
C  16.067  23.659  17.690
C  16.880  23.978  18.958
N  16.470  23.107  20.085
C  17.073  23.455  21.332
C  16.636  22.589  22.514
O  15.359  23.047  22.983
C  14.831  22.271  24.069
H  13.932  23.149  16.289
H  14.448  24.721  15.747
H  13.042  24.590  16.780
H  16.712  23.938  16.857
H  15.951  22.576  17.700
H  16.674  25.030  19.153
H  17.934  23.767  18.779
H  15.475  23.276  20.128
H  17.036  24.495  21.655
H  18.156  23.336  21.294
H  17.443  22.574  23.247
H  16.530  21.562  22.164
H  15.341  22.555  24.990
H  14.851  21.189  23.938
H  13.785  22.564  24.159
C  6.872  29.723  18.229
O  8.346  29.743  18.204
C  8.880  28.650  18.889
C  10.394  28.824  18.763
N  11.214  27.679  19.129
C  12.646  27.994  18.945
C  13.606  27.050  19.638
O  13.335  26.972  21.050
C  13.865  25.844  21.662
H  6.466  29.103  17.430
H  6.611  30.768  18.067
H  6.430  29.393  19.169
H  8.631  27.666  18.492
H  8.568  28.619  19.933
H  10.729  29.710  19.302
H  10.632  28.966  17.709
H  11.227  27.395  20.098
H  12.843  28.926  19.475
H  12.892  28.032  17.884
H  14.629  27.396  19.490
H  13.549  26.095  19.115
H  13.428  24.923  21.278
H  13.741  25.883  22.745
H  14.920  25.615  21.512

Force components x, y, z for each atom (eV/Å):
C 0.585 0.109 0.438
O -0.522 0.810 -0.076
C -0.848 -0.025 -0.879
C 1.054 0.619 0.989
N 0.053 -0.610 -0.928
C 0.287 2.033 -0.440
C -0.493 -2.586 0.925
O -1.933 -0.497 1.045
C 2.199 0.370 -0.464
H -0.106 -0.582 -0.725
H 0.181 0.316 -0.471
H 0.186 0.243 0.252
H -0.006 -0.500 -0.128
H -0.629 0.118 0.153
H -0.147 -0.506 0.508
H -0.265 -0.257 -0.065
H 0.574 0.188 0.744
H -0.133 -0.046 0.216
H 0.067 -0.227 0.144
H 0.370 0.356 0.070
H -0.059 0.433 -0.518
H -0.631 0.027 0.061
H -0.136 0.310 -0.188
H 0.151 0.372 -0.675
C -0.154 -0.274 0.480
O 0.449 -0.170 -0.554
C 0.280 -0.900 0.092
C -2.064 2.715 -0.182
N 0.938 -1.868 -0.567
C 0.292 0.223 1.579
C 0.560 0.846 0.371
O 0.577 -0.271 0.731
C -1.784 0.688 -1.590
H -0.366 0.020 -0.101
H 0.111 -0.284 -0.163
H 0.374 -0.137 0.146
H 0.281 0.545 -0.672
H 0.089 -0.010 0.766
H 0.470 -0.117 -0.227
H 0.051 -0.112 0.683
H -0.430 0.197 -0.114
H 0.355 -0.011 -0.135
H -0.470 -0.068 -0.010
H 0.117 -0.390 -0.364
H -0.626 -0.221 -0.448
H -0.173 0.011 0.582
H 0.419 -0.451 0.177
H 0.714 0.079 -0.384
C 1.782 0.481 -0.245
O 0.081 -0.944 0.003
C 0.965 -0.593 -1.175
C 0.153 1.559 1.779
N -1.763 -0.831 0.345
C 0.658 0.216 0.691
C 0.629 0.343 -1.738
O 0.674 -1.115 1.311
C -0.241 0.403 -0.558
H -0.638 -0.061 0.060
H 0.066 -0.095 -0.031
H -0.494 0.002 -0.008
H -0.423 0.266 -0.097
H -0.315 -0.009 0.013
H -0.502 0.039 -0.280
H 0.037 -0.359 0.022
H -0.092 -0.022 -0.353
H -0.660 0.061 -0.373
H 0.135 -0.073 0.417
H 0.274 0.196 -0.379
H -0.537 0.165 0.183
H -0.234 0.207 0.001
H 0.270 -0.346 0.439
H 0.295 0.113 0.141
C -0.327 -1.210 0.891
O 1.678 1.141 -0.641
C -0.782 0.280 0.894
C -0.974 -0.591 -1.284
N -0.061 0.864 0.425
C 1.189 -0.520 0.929
C -0.685 -0.492 -1.158
O -0.095 -0.318 0.008
C 0.551 0.850 0.977
H 0.373 0.000 -0.691
H -0.094 -0.004 0.268
H -0.693 0.256 0.066
H -0.076 -0.288 0.148
H 0.237 0.453 -0.247
H -0.325 -0.464 -0.069
H 0.672 -0.012 0.270
H -0.313 -0.095 -0.018
H 0.203 0.253 -0.257
H 0.236 0.330 -0.321
H -0.260 -0.249 0.038
H -0.194 0.164 0.473
H 0.127 -0.188 -0.678
H -0.330 0.199 0.028
H 0.042 -0.242 -0.038
C -0.359 0.076 1.119
O -0.115 0.167 -0.473
C 0.663 0.123 0.787
C -0.469 -0.769 -1.402
N 1.115 -0.176 1.225
C -0.509 -0.469 0.627
C 0.585 0.863 -1.921
O 0.602 0.258 0.294
C 0.063 -0.620 0.573
H 0.082 0.012 -0.180
H 0.113 -0.080 -0.295
H -0.010 -0.006 -0.278
H -0.515 -0.281 0.132
H 0.038 0.465 0.072
H 0.202 0.313 -0.063
H -0.125 -0.125 0.085
H -0.038 -0.130 -0.077
H 0.208 0.525 -0.294
H 0.071 -0.179 0.087
H -0.825 -0.265 0.269
H -0.187 -0.342 0.180
H -0.506 0.153 0.050
H -0.689 0.228 -0.141
H 0.568 0.241 -0.389
C -0.308 0.246 1.874
O 0.146 -0.520 -1.390
C -0.943 -0.400 1.139
C 0.703 0.345 -2.210
N 0.918 -0.861 1.869
C 2.127 0.813 -1.465
C -1.652 -1.038 -1.297
O 0.203 0.840 0.629
C -0.421 -0.576 -0.673
H 0.300 -0.283 0.453
H 0.189 0.020 0.153
H -0.129 0.319 -0.426
H -0.476 0.692 -0.835
H 0.160 0.030 0.271
H -0.283 -0.259 0.138
H 0.133 0.167 -0.069
H -0.345 -0.110 -0.021
H -0.091 0.139 0.370
H -0.925 -0.024 0.588
H 0.190 0.129 0.277
H -0.027 0.212 0.177
H 0.142 0.276 0.366
H -0.089 -0.112 0.028
H 0.492 0.003 0.159
C 0.519 0.927 0.935
O 0.551 -0.841 -0.017
C 0.036 0.571 -1.962
C 0.597 -1.324 0.965
N -0.946 1.299 0.283
C 1.872 1.171 0.885
C -1.264 -1.197 -0.285
O 0.904 0.977 -1.303
C -0.141 0.235 -0.093
H -0.880 -0.105 -0.371
H 0.009 -0.856 -0.334
H -0.046 -0.107 0.362
H -0.741 0.457 0.466
H 0.037 -0.425 0.179
H 0.260 0.364 -0.424
H -0.117 0.078 0.314
H 0.087 -0.409 -0.218
H -0.152 -0.680 -0.139
H -0.029 0.011 -0.042
H -0.390 -0.346 0.084
H -0.012 0.604 0.020
H -0.024 -0.148 0.541
H -0.032 -0.382 0.379
H -0.112 0.077 -0.281
C 0.698 -1.228 -0.434
O -1.198 0.320 -0.703
C 1.893 0.571 1.302
C -1.068 -1.808 -0.052
N 0.407 0.173 1.334
C -0.615 0.143 -1.676
C 0.940 -0.073 0.128
O -1.004 0.101 0.347
C -0.567 0.428 0.733
H -0.074 0.160 -0.354
H 0.457 0.417 0.307
H -0.087 -0.024 0.739
H -0.031 -0.035 0.161
H -0.483 0.332 -0.316
H -0.346 0.300 -0.181
H 0.153 0.510 -0.518
H -0.499 0.058 -0.543
H 0.113 -0.276 -0.182
H 0.490 0.064 -0.105
H -0.059 -0.150 0.502
H 0.099 0.382 -0.046
H 0.192 -0.275 -0.124
H 0.066 0.076 -0.259
H 0.484 -0.084 -0.073
C -0.457 -0.701 -0.426
O -0.427 1.597 -0.016
C 1.357 -1.271 1.283
C -0.591 -0.771 0.029
N -0.541 0.661 -1.149
C 1.002 -0.137 1.421
C -0.644 0.085 -0.886
O 0.427 -0.730 0.292
C -0.117 0.985 -0.345
H -0.238 -0.228 -0.145
H 0.601 0.245 0.180
H 0.113 -0.082 0.371
H -0.653 0.416 -0.541
H 0.193 -0.424 -0.442
H 0.440 0.386 0.275
H 0.100 0.362 -0.127
H -0.406 -0.283 0.454
H -0.678 0.518 -0.099
H 0.242 -0.429 -0.500
H -0.246 0.376 0.579
H -0.046 -0.263 -0.096
H 0.118 -0.198 0.172
H 0.322 -0.074 -0.317
H 0.007 0.020 0.042
C 1.345 0.898 -0.444
O -2.251 -0.473 0.192
C 1.572 -0.476 0.183
C 0.361 -0.254 0.153
N 1.209 -1.048 -0.107
C -0.322 0.332 0.892
C -0.263 -0.599 -0.234
O -0.113 0.546 -0.987
C 0.344 -1.413 0.268
H 0.110 -0.140 -0.072
H -0.310 -0.190 -0.048
H 0.492 -0.095 0.249
H -0.375 -0.080 -0.490
H -0.086 0.265 0.342
H -0.193 0.305 0.089
H -0.254 0.285 -0.197
H -0.968 0.251 0.272
H 0.045 0.808 -0.531
H 0.130 0.250 0.014
H 0.169 0.212 -0.018
H -0.070 -0.593 0.507
H -0.614 -0.144 0.052
H -0.327 0.205 -0.107
H 0.540 0.799 -0.268